ORCA calculation (ωB97M-V with the def2-TZVPD basis set) on the molecule C2H3ClIN at a distorted geometry.

XYZ file:
```
8
C2H3ClIN ωB97M-V with the def2-TZVPD basis set
C -1.2417 -0.2531 0.0696
N 0.0145 0.5457 0.1597
C 1.1618 0.3720 -0.0578
Cl 2.4537 2.0272 0.2460
I 2.2947 -1.2414 -0.5008
H -1.1529 -1.4119 0.5046
H -1.5016 -0.3688 -1.0530
H -2.0286 0.3303 0.6317
```

Values from the calculation:
SMILES: C/N=C(/Cl)I
ΔE to the lowest compared entry with this formula, charge and spin in kcal per mole: 24.9
Molecular weight in g mol⁻¹: 203.41
Gap between HOMO and LUMO in eV: 9.48
Net charge: 0
HOMO in eV: -10.0
Lowest unoccupied orbital energy in eV: -0.492

Atomic partial charges in e from the Löwdin method, atoms 1 to 2: C -0.105; N -0.104